(1)
A 11-piece molecular cluster, ClH20O10 overall, computed with ωB97M-V/def2-TZVPD.

Results
HOMO = -7.3 eV
HOMO-LUMO gap = 0.3737 Eh
charge = -1
molar mass = 215.6 g mol⁻¹
ΔE to the lowest compared entry with this formula, charge and spin = 0.0 kcal per mole

Last column: Löwdin charge in e.
Geometry (Å):
H 2.0913 0.8296 0.6097  -0.055
H -2.2424 -1.7078 -2.3602  0.012
O 2.4190 -2.2430 0.4633  -0.088
O -1.3265 -1.9827 -2.4024  -0.090
H 0.0870 -0.7009 2.2734  -0.086
Cl -0.0361 -0.2952 -0.0852  0.212
O 2.7829 1.3391 1.0321  -0.059
O -2.7391 1.3400 1.9952  -0.066
O 0.5702 1.6826 -2.6932  -0.085
H 0.9961 2.7811 2.4609  0.043
H 1.6432 -1.6948 0.3454  -0.112
O 0.2977 2.1744 2.2155  -0.071
H 0.6323 1.7244 1.4398  -0.048
H 1.6463 -0.9688 -1.8172  -0.067
H -2.6562 -2.8087 0.5301  0.023
H -1.3000 -2.3089 0.9806  -0.043
O -1.7845 -3.1110 0.7852  -0.069
O 2.2185 -0.8496 -2.5753  -0.075
H -1.8238 1.1107 1.8346  -0.032
H 3.3320 1.6436 0.3095  0.041
H 0.2145 0.3572 3.3486  -0.004
O 0.2943 -0.5851 3.2007  -0.084
H -0.1156 1.1806 -2.2528  -0.054
H 0.5688 2.5310 -2.2498  0.022
H -2.8006 2.2646 1.7550  0.028
O -2.3426 1.4401 -1.5787  -0.078
H -2.9343 0.8342 -2.0248  0.028
H 2.0231 -1.5952 -3.1430  0.032
H 3.1410 -1.7130 0.1255  0.018
H -1.9362 0.9148 -0.8894  -0.076
H -0.9204 -1.5832 -1.6331  -0.116


(2)
A 11-piece molecular cluster, ClH20O14 overall at a distorted geometry, computed with ωB97M-V/def2-TZVPD.

Results
HOMO = -8.2 eV
HOMO-LUMO gap = 0.4004 Eh
charge = -1
molar mass = 279.6 g mol⁻¹
ΔE to the lowest compared entry with this formula, charge and spin = 0.0 kcal per mole

Last column: Löwdin charge in e.
Geometry (Å):
H -0.6385 -1.1958 -4.2737  0.004
O 2.8237 -2.2361 -1.0237  -0.062
H 2.4785 -2.0050 -0.1482  0.036
O 0.6084 -0.7634 2.5815  -0.067
H 2.9005 1.0988 0.5759  0.034
H -2.5656 0.0972 2.1865  0.023
H -0.1932 2.5632 -3.2126  0.004
H -0.8681 3.6428 3.1882  0.023
H -1.4493 -0.7775 -3.1022  -0.017
H -0.1701 3.4525 -2.0193  0.019
H 3.0933 -0.8233 -2.3355  -0.017
O -0.5787 1.3014 0.2969  -0.291
H 1.4675 -0.5144 2.2285  0.021
H -1.2630 2.2764 3.6760  0.021
H -3.7107 0.4173 -1.1049  0.022
O -3.6957 -0.0293 -0.2619  -0.075
H -2.1509 -0.8401 3.2921  0.045
O -2.1404 0.1058 3.0492  -0.054
H -1.5431 -2.4925 1.3144  0.000
O 1.1627 -0.0512 -0.4848  -0.357
H -2.8242 -0.4874 -0.2435  -0.009
O 2.9300 -0.0735 -2.9314  -0.099
H -0.0194 -0.1309 2.1802  0.009
H 3.8313 -0.0735 0.5747  0.035
H 2.1728 -2.8832 -1.3430  0.069
O -0.5492 0.6396 -1.9520  -0.350
H -0.4136 -2.5151 2.2560  0.007
O -0.5645 2.9566 3.7895  -0.074
H 2.1011 0.2940 -2.5352  0.016
O 3.5692 0.6737 1.1518  -0.072
O 0.1205 3.4217 -2.9303  -0.058
Cl -0.2426 0.2699 -0.5869  0.699
O -1.0116 -0.9641 -0.2607  -0.366
O -1.3077 -2.8788 2.1601  -0.071
O -1.3592 -1.4760 -3.7514  -0.045


(3)
A 14-piece molecular cluster, ClH26O17 overall at a distorted geometry, computed with ωB97M-V/def2-TZVPD.

Results
HOMO = -7.6 eV
HOMO-LUMO gap = 0.3653 Eh
charge = -1
molar mass = 333.6 g mol⁻¹
ΔE to the lowest compared entry with this formula, charge and spin = 3.2 kcal per mole

Last column: Löwdin charge in e.
Geometry (Å):
H 10.8490 30.8474 -37.2387  -0.002
H 4.5920 30.3379 -42.2221  0.051
H 10.3888 29.3553 -41.1801  0.049
O 9.6862 29.0837 -40.5793  -0.051
O 8.7546 31.4217 -38.1802  -0.354
H 7.5211 26.8590 -40.8418  0.036
O 3.3972 31.9355 -39.4085  -0.081
H 7.0622 35.4193 -39.9016  0.051
H 9.2791 29.9126 -40.2864  0.003
H 3.9367 32.1212 -38.6327  0.011
O 7.0994 30.1536 -39.2810  -0.309
H 6.6011 31.5738 -35.8607  0.022
H 7.9540 28.2191 -41.3833  0.001
O 7.0234 30.9088 -35.3026  -0.061
H 9.2743 34.0108 -34.7704  0.036
H 4.0436 31.8379 -40.1271  -0.012
O 7.6346 35.0197 -40.5637  -0.060
O 10.8387 33.7542 -37.9269  -0.055
H 9.3010 34.4086 -41.5488  -0.008
H 11.6040 34.0263 -38.4430  0.036
H 7.6184 27.8361 -36.9459  0.028
H 9.5675 33.0699 -35.9367  0.015
O 6.5850 32.3133 -38.3969  -0.315
H 7.9434 31.1921 -35.2570  0.016
O 7.1971 27.6120 -41.3455  -0.071
O 4.6673 31.2716 -42.0008  -0.054
O 4.8126 27.7225 -39.1109  -0.068
H 5.5572 28.2852 -39.3657  -0.007
Cl 7.5795 31.4881 -39.0292  0.687
O 11.4249 30.3506 -36.6409  -0.062
H 4.5568 27.2760 -39.9236  0.021
H 10.3110 33.2096 -38.5329  0.019
O 8.8434 33.4253 -35.4007  -0.053
H 7.6017 31.8493 -42.1298  -0.001
H 7.2966 34.1164 -40.6668  0.016
H 6.6200 28.9688 -36.7357  0.004
H 10.4902 34.9659 -42.3289  0.028
H 8.0067 31.9478 -43.5959  0.047
O 7.3151 31.5961 -43.0263  -0.062
O 8.0521 32.1341 -40.2501  -0.383
O 6.8100 28.0587 -36.4742  -0.068
H 5.6210 31.4618 -42.0689  0.005
O 10.0377 34.1425 -42.1242  -0.072
H 12.0769 29.9424 -37.2184  0.028